Entry 1:
This record from the Open Molecules 2025 dataset describes a single C5H6N2O molecule in a non-equilibrium geometry. The level of theory is wB97M-V/def2-TZVPD.

Geometry (Å):
C  -1.44270  -0.85307  -0.22694
C  -0.80484  0.62723  -0.20889
C  0.37613  0.97588  0.67188
C  1.12546  -0.29232  -0.93497
C  1.42287  0.06288  1.18731
H  -2.51370  -0.66612  0.31607
H  -0.68892  -1.63836  0.29970
H  -1.67082  -1.20706  -1.25414
H  -1.66973  1.26229  -0.33503
H  0.17376  2.08810  0.92150
H  1.20547  -0.71080  -1.87951
N  0.41106  0.87374  -0.79716
N  1.84373  -0.66765  0.03964
O  2.23222  0.14525  2.20054

Computed properties:
**LUMO level**: -0.217 eV
**Orbital gap**: 9.9041 eV
**F_max**: 6.318 eV/Å
**Molecular weight**: 110.12 u
**Energy above the lowest of the compared OMol25 structures with the same formula, charge and spin**: 72.0 kcal/mol
**DFT total energy**: -378.75623 Ha
**HOMO level**: -10.122 eV
**SMILES**: C[C@H]1[C@H]2C(=O)N=CN21



Entry 2:
This record from the Open Molecules 2025 dataset describes a gas-phase ion, C7H7O3 (charge -1) in a non-equilibrium geometry. The level of theory is wB97M-V/def2-TZVPD.

Geometry (Å):
C  -1.39923  -0.94584  -0.32118
C  0.00646  -0.89188  1.58370
C  -1.02610  0.32058  -0.79942
C  0.37208  0.38068  1.55027
C  -0.79118  -1.69524  0.70006
C  0.23866  0.91719  -0.62410
C  1.55780  0.14900  -0.93636
O  1.19080  1.14202  1.99792
O  -1.22023  -2.83108  1.06160
O  0.41461  2.28686  -1.03690
H  -2.46197  -1.33304  -0.60651
H  0.11626  -1.42337  2.56328
H  -1.86117  1.01070  -0.96752
H  1.35171  -0.31995  -1.93520
H  1.79044  -0.50205  -0.11115
H  2.18242  0.97627  -0.95966
H  -0.46137  2.75916  -1.15884

Computed properties:
**Charge**: -1
**LUMO level**: 3.567 eV
**Orbital gap**: 6.3206 eV
**F_max**: 3.765 eV/Å
**Molecular weight**: 139.13 u
**Energy above the lowest of the compared OMol25 structures with the same formula, charge and spin**: 96.4 kcal/mol
**DFT total energy**: -496.58670 Ha
**HOMO level**: -2.754 eV
**SMILES**: C/C(O)=C\C=C(\[O-])C=C=O



Entry 3:
This record from the Open Molecules 2025 dataset describes a molecular structure, CH2ClNO2 in a non-equilibrium geometry. The level of theory is wB97M-V/def2-TZVPD.

Geometry (Å):
C  -0.61148  -0.47657  -0.40440
N  0.84850  0.64263  0.29476
O  0.67219  1.06760  1.37756
O  1.78613  0.68446  -0.42546
Cl  -1.70855  -0.38140  0.82294
H  -1.06734  -0.13066  -1.22817
H  0.08055  -1.40606  -0.43724

Computed properties:
**LUMO level**: 0.355 eV
**Orbital gap**: 10.3066 eV
**F_max**: 6.351 eV/Å
**Molecular weight**: 95.48 u
**Energy above the lowest of the compared OMol25 structures with the same formula, charge and spin**: 91.3 kcal/mol
**DFT total energy**: -704.57500 Ha
**HOMO level**: -9.952 eV



Entry 4:
This record from the Open Molecules 2025 dataset describes a molecular structure, C25H48Cl3N4O3SSiTb in a non-equilibrium geometry. The level of theory is wB97M-V/def2-TZVPD.

Geometry (Å):
C  1.33867  -0.91545  -3.72766
C  0.89577  0.51145  -3.70296
H  1.06297  -1.43925  -4.63916
H  0.92867  -1.45435  -2.87546
H  2.42557  -0.97265  -3.62926
C  0.43707  1.20055  -4.75006
C  0.26257  0.72455  -6.15236
H  0.17137  2.24005  -4.59006
H  0.49537  -0.32885  -6.28106
H  0.90197  1.28725  -6.83706
H  -0.76253  0.88305  -6.49746
Tb  -0.10883  -0.10915  0.17134
Cl  2.13667  0.16435  0.67384
Cl  0.16487  -2.33315  -0.43706
C  0.28867  2.73495  0.92704
O  -0.54103  1.80965  0.93064
N  0.01297  3.97355  1.33604
C  -1.31623  4.34895  1.76774
C  1.01567  5.01555  1.27464
H  1.31417  2.56885  0.60104
H  -1.93263  3.45985  1.82064
H  -1.75753  5.05475  1.06254
H  -1.27353  4.82055  2.74914
H  1.94447  4.60775  0.89024
H  1.19217  5.43445  2.26584
H  0.69407  5.81145  0.60484
H  -1.60773  -1.11155  -3.42076
H  -2.54063  1.17035  -3.96126
C  -2.40773  -1.26345  -2.70076
C  -3.36193  0.93405  -3.28426
N  -2.89783  0.02905  -2.25506
H  -2.00773  -1.81045  -1.85666
C  -2.71413  0.44635  -1.01036
O  -2.21193  -0.22045  -0.08886
H  -3.72563  1.85515  -2.83766
H  -3.07753  1.46665  -0.82846
H  -3.22063  -1.81805  -3.16906
H  -4.16973  0.47625  -3.85336
O  -0.09153  0.60165  -1.56376
C  0.97227  1.12105  -2.30936
C  -0.22043  3.34515  -2.16666
C  0.96537  2.63215  -2.30566
H  -1.13473  2.78975  -2.02006
C  -0.22723  4.73225  -2.20036
H  1.92637  0.80395  -1.87376
C  2.15237  3.34365  -2.45196
H  -1.16273  5.27035  -2.10376
C  0.96127  5.43215  -2.35986
C  2.15467  4.73075  -2.47706
H  3.08377  2.79925  -2.54846
H  0.95977  6.51455  -2.38736
H  3.08827  5.26655  -2.59236
Si  0.28687  -7.56155  -0.74156
Cl  0.53957  -7.57055  -2.82836
C  -1.52723  -7.27365  -0.40576
C  1.34077  -6.17765  -0.06286
C  0.84747  -9.22665  -0.10936
H  -1.86023  -6.32355  -0.81976
H  -1.72273  -7.25715  0.66704
H  -2.13983  -8.05945  -0.84406
H  0.25967  -10.03305  -0.54436
H  0.74127  -9.28295  0.97444
H  1.89277  -9.40995  -0.35186
H  1.03887  -5.21435  -0.47016
H  2.39157  -6.32565  -0.30526
H  1.25307  -6.12355  1.02284
C  -0.25603  -1.21455  6.66454
C  1.07067  -0.80475  6.01834
N  0.99007  -0.94455  4.57554
C  0.03987  -0.29885  3.71484
S  -0.60783  -1.24935  2.56604
N  -0.58063  0.96825  3.97814
C  -0.14673  1.95545  4.94834
C  1.26737  2.44735  4.64694
H  -1.08893  -0.56115  6.33434
H  -0.17303  -1.15445  7.76964
H  -0.50473  -2.26175  6.38554
H  1.38917  0.20355  6.32304
H  1.84747  -1.50245  6.40044
H  1.51277  -1.74495  4.18324
H  -1.38543  1.23245  3.39034
H  -0.82783  2.83245  4.89804
H  -0.23113  1.56325  5.97694
H  1.30257  2.90815  3.63934
H  1.55977  3.20925  5.39964
H  2.00477  1.62055  4.67704

Computed properties:
**LUMO level (alpha / beta)**: 0.163 / 0.163 eV
**Orbital gap (alpha / beta)**: 8.1258 / 7.4733 eV
**F_max**: 6.648 eV/Å
**Molecular weight**: 778.12 u
**Energy above the lowest of the compared OMol25 structures with the same formula, charge and spin**: 20.5 kcal/mol
**DFT total energy**: -4318.96628 Ha
**HOMO level (alpha / beta)**: -7.963 / -7.311 eV
**Spin multiplicity**: 7